Entry 1:
The following is a quantum chemistry calculation of a molecular structure, C9H24ClI2N2P2Tb at a distorted geometry, from OMol25.

The geometry in ORCA input format:
```
! wB97M-V def2-TZVPD RIJCOSX def2/J DEFGRID3
* xyz 2 7
I 2.49403 2.07057 3.60424
I 3.30377 -0.22009 4.20118
Tb -0.21173 -0.69842 -0.71393
P -2.80231 -0.11189 -0.73088
C -3.48218 0.05946 0.98847
C -3.39725 1.51071 -1.34583
H -4.38199 1.58436 -1.80020
H -4.81028 -1.54783 -1.33294
H -2.68048 1.88760 -2.07377
H -3.30285 -2.16984 -1.92398
H -3.06725 0.92553 1.49871
H -3.35175 2.25979 -0.54886
C -3.75274 -1.63274 -1.09675
H -4.57232 0.13166 1.12607
H -3.68112 -2.32469 -0.25044
H -3.17595 -0.79361 1.60056
P 2.72628 -0.24032 -0.50445
C 3.55412 -0.11744 1.06967
C 3.57678 -1.69456 -1.21056
H 2.53151 1.71090 -1.96236
H 4.26515 1.17206 -1.67896
H 3.32972 2.04771 -0.39356
C 3.27591 1.34362 -1.24060
H 3.05827 -2.07332 -2.10374
H 4.60212 -1.36611 -1.42546
H 4.50739 -0.63189 1.04070
H 2.91507 -0.63802 1.77336
H 3.57504 -2.45795 -0.41722
H 3.61284 0.93076 1.35590
Cl -0.02078 1.44504 -1.80932
C 0.55001 0.29049 5.53382
N -0.28512 0.24390 4.31236
C -1.50079 -0.57752 4.48658
C 0.00192 0.46438 3.02606
N -0.41947 0.40738 1.90460
H 0.28772 -0.49334 6.24521
H 0.31229 1.23630 6.01553
H 1.71773 0.28608 5.45954
H -2.30851 0.10096 4.29793
H -1.58236 -1.54890 3.94137
H -1.41044 -0.77078 5.54872
*
```

Values from the calculation:
LUMO level (spin up / spin down) in eV: -7.677 / -7.251
Orbital gap (spin up / spin down) in eV: 6.7 / 7.1
Max |F| in eV Å⁻¹: 4.231
⟨S²⟩: 12.71
Energy relative to the best compared isomer or geometry (same formula, charge and spin) in eV: 2.0128

Mulliken analysis output, partial charges in e:
1 I 0.026
2 I -0.054
3 Tb 1.058
4 P 0.621
5 C -1.285
6 C -1.048
7 H 0.385
8 H 0.346
9 H 0.360
10 H 0.420
11 H 0.379
12 H 0.337
13 C -1.198
14 H 0.489
15 H 0.393
16 H 0.350
17 P 0.603
18 C -0.897
19 C -1.172
20 H 0.364
21 H 0.369
22 H 0.341
23 C -1.087
24 H 0.406
25 H 0.351
26 H 0.416
27 H 0.077
28 H 0.373
29 H 0.335
30 Cl -0.385
31 C -0.533
32 N 0.056
33 C -0.970
34 C 0.405
35 N -0.360
36 H 0.366
37 H 0.393
38 H -0.020
39 H 0.358
40 H 0.239
41 H 0.393


Entry 2:
The following is a quantum chemistry calculation of 2 unconnected molecules or ions with the total composition C6H11N3O at a distorted geometry, from OMol25.

The geometry in ORCA input format:
```
! wB97M-V def2-TZVPD RIJCOSX def2/J DEFGRID3
* xyz 0 1
C -0.12385 -2.92510 -1.69039
C -0.45874 -1.81814 -2.46390
C 0.50880 -2.35696 -0.58790
C -0.96368 2.25969 0.84468
C 1.16935 1.35526 1.89434
C -0.13125 0.94750 1.24084
N 0.14050 -0.79654 -1.90990
N 0.68652 -1.08503 -0.73417
N 0.78403 -3.22859 0.44413
O -0.44886 -0.16523 0.94145
H -0.26048 -4.07139 -1.86727
H -0.98412 -1.60779 -3.45406
H -0.22768 3.07085 0.53024
H -1.67552 1.94739 0.21615
H -1.40544 2.59716 1.89237
H 1.38454 0.51650 2.47265
H 0.93579 2.12015 2.58375
H 1.91183 1.69628 1.07074
H 0.03182 0.26481 -2.14768
H -0.10476 -3.68262 0.56169
H 1.08686 -2.86167 1.31521
*
```

Values from the calculation:
LUMO level in eV: 0.777
SMILES string: Nc1cc[nH]n1.CC(C)=O
Orbital gap in eV: 8.9
Max |F| in eV Å⁻¹: 6.037
Energy relative to the best compared isomer or geometry (same formula, charge and spin) in eV: 3.6211

natural (NBO) analysis output, partial charges in e:
1 C -0.389
2 C -0.041
3 C 0.282
4 C -0.713
5 C -0.725
6 C 0.612
7 N -0.339
8 N -0.301
9 N -0.806
10 O -0.523
11 H 0.233
12 H 0.216
13 H 0.219
14 H 0.213
15 H 0.221
16 H 0.226
17 H 0.214
18 H 0.243
19 H 0.407
20 H 0.373
21 H 0.377


Entry 3:
The following is a quantum chemistry calculation of 4 unconnected molecules or ions with the total composition C28H36NO18PS at a distorted geometry, from OMol25.

The geometry in ORCA input format:
```
! wB97M-V def2-TZVPD RIJCOSX def2/J DEFGRID3
* xyz 0 1
C -0.86908 0.49753 -6.61072
C -2.28909 0.71886 -7.07898
O -3.25185 0.72058 -6.00792
P -3.18466 1.88096 -4.92189
O -2.39816 1.42732 -3.77886
C -2.44097 3.42627 -5.52770
C -1.35821 3.91241 -4.59186
O -1.99063 4.69285 -3.55898
S -1.06074 4.97295 -2.24833
O 0.30355 4.77131 -2.63561
O -1.45430 3.61715 -1.43107
C -1.86747 3.90597 -0.08148
C -2.47367 2.65146 0.53502
C -1.91796 2.33362 1.91822
C -0.67339 1.40628 1.89618
N -0.10729 1.23557 0.55345
O -4.70372 2.10998 -4.56521
C -4.89674 3.04668 -3.48161
C -4.73865 2.41106 -2.10095
H -0.26016 0.47978 -7.50946
H -0.80470 -0.45891 -6.13621
H -0.52125 1.27527 -5.94410
H -2.36859 1.57024 -7.74675
H -2.55601 -0.13939 -7.68198
H -2.02419 3.37403 -6.52546
H -3.20730 4.19440 -5.56338
H -0.75020 3.10785 -4.20534
H -0.70572 4.57457 -5.14900
H -2.61190 4.69824 -0.09365
H -1.02590 4.23083 0.52231
H -2.39140 1.82681 -0.15929
H -3.53187 2.85850 0.66446
H -1.65353 3.26646 2.40155
H -2.69168 1.85061 2.50288
H 0.07744 1.86990 2.51964
H -0.93680 0.46085 2.35432
H -0.50947 0.42158 0.10138
H 0.86934 0.99334 0.68117
H -5.92794 3.36667 -3.56325
H -4.29805 3.94538 -3.58225
H -4.91495 1.35126 -2.21222
H -3.71507 2.54652 -1.77759
H -5.45468 2.84981 -1.41921
C 0.37794 -2.74517 -1.10614
C 1.20716 -3.58870 -1.73065
C 1.44135 -3.52085 -3.21132
O 2.22578 -4.31291 -3.70278
C 0.71954 -2.52003 -3.97645
C -0.11730 -1.67171 -3.35752
C -0.33213 -1.72421 -1.86770
O -1.08718 -0.91935 -1.36064
O -0.79699 -0.74371 -4.00863
O 1.88177 -4.54105 -1.09355
H 0.20532 -2.78574 -0.04000
H 0.88660 -2.49302 -5.04386
H -1.33102 -0.24678 -3.34825
H 2.40530 -5.00151 -1.77939
C 1.76189 0.54435 5.46438
C 1.99908 0.46120 6.77948
C 1.58310 -0.73584 7.58402
O 1.84710 -0.74897 8.77099
C 0.88236 -1.81028 6.90075
C 0.64451 -1.72686 5.59072
C 1.08424 -0.54405 4.78530
O 0.85312 -0.55039 3.58565
O 0.00667 -2.68801 4.92139
O 2.61398 1.41758 7.46076
H 2.06041 1.39849 4.87310
H 0.57219 -2.66039 7.49158
H -0.04534 -2.38966 3.99263
H 2.65902 1.10230 8.38579
C 4.47455 -4.45498 2.92531
C 3.77684 -3.51074 3.56997
C 4.05903 -3.16661 5.00975
O 3.41159 -2.29368 5.56342
C 5.10645 -3.90643 5.69629
C 5.80006 -4.85052 5.04852
C 5.53414 -5.17890 3.60979
O 6.21548 -6.03630 3.08143
O 6.76308 -5.55716 5.62481
O 2.80708 -2.82708 2.97010
H 4.28290 -4.70867 1.89249
H 5.29126 -3.66292 6.73290
H 7.10044 -6.16547 4.93703
H 2.45625 -2.18867 3.61829
*
```

Values from the calculation:
LUMO level in eV: -1.615
Orbital gap in eV: 7.3
Max |F| in eV Å⁻¹: 1.456

Mulliken analysis output, partial charges in e:
1 C -0.651
2 C -0.472
3 O -0.579
4 P 0.844
5 O -0.194
6 C -1.093
7 C -0.600
8 O -0.241
9 S 0.337
10 O -0.531
11 O -0.037
12 C -0.880
13 C -0.245
14 C -1.173
15 C -0.087
16 N -0.377
17 O -0.581
18 C -0.206
19 C -0.815
20 H 0.496
21 H 0.094
22 H 0.149
23 H 0.266
24 H 0.423
25 H 0.461
26 H 0.550
27 H 0.342
28 H 0.581
29 H 0.476
30 H 0.536
31 H 0.155
32 H 0.450
33 H 0.389
34 H 0.405
35 H 0.260
36 H 0.124
37 H 0.063
38 H 0.270
39 H 0.410
40 H 0.130
41 H 0.294
42 H -0.109
43 H 0.484
44 C -1.272
45 C 0.249
46 C 0.902
47 O -0.636
48 C -0.568
49 C 0.027
50 C 1.151
51 O -0.653
52 O -0.307
53 O -0.577
54 H 0.567
55 H 0.488
56 H 0.157
57 H 0.360
58 C -1.233
59 C 0.352
60 C 1.019
61 O -0.646
62 C -0.801
63 C 0.478
64 C 1.010
65 O -0.627
66 O -0.611
67 O -0.592
68 H 0.479
69 H 0.431
70 H 0.331
71 H 0.352
72 C -0.989
73 C 0.414
74 C 0.790
75 O -0.334
76 C -1.143
77 C 0.333
78 C 1.116
79 O -0.611
80 O -0.576
81 O -0.523
82 H 0.542
83 H 0.450
84 H 0.357
85 H 0.225


Entry 4:
The following is a quantum chemistry calculation of a single C16H32O molecule, from OMol25.

The geometry in ORCA input format:
```
! wB97M-V def2-TZVPD RIJCOSX def2/J DEFGRID3
* xyz 0 1
C -6.67731 -2.90203 0.02710
C -6.95700 -1.55392 -0.62706
C -6.20208 -0.39725 0.02892
C -4.69016 -0.46728 -0.17381
C -3.98197 0.75615 0.40344
C -2.46848 0.68346 0.21529
C -1.76333 1.91077 0.78871
C -0.23844 1.81389 0.72992
C 0.31027 1.84643 -0.69551
C 1.83517 1.94567 -0.75011
C 2.53897 0.69239 -0.23410
C 4.05271 0.77316 -0.41713
C 4.75839 -0.47742 0.10158
C 6.27005 -0.39996 -0.08968
C 6.97537 -1.65059 0.42581
C 8.46309 -1.60234 0.24491
O 9.08363 -0.70319 -0.24598
H 8.97724 -2.51228 0.61995
H 6.77536 -1.79805 1.49140
H 6.60780 -2.54350 -0.08891
H 6.66469 0.47158 0.43573
H 6.50220 -0.27368 -1.14873
H 4.53243 -0.60390 1.16349
H 4.37022 -1.35325 -0.42473
H 4.43452 1.64889 0.11246
H 4.28338 0.90323 -1.47695
H 2.15727 -0.18000 -0.77028
H 2.31700 0.55496 0.82548
H 2.16353 2.81023 -0.16837
H 2.13734 2.11355 -1.78701
H -0.00388 0.94998 -1.23275
H -0.11451 2.71044 -1.21278
H 0.07497 0.89353 1.22570
H 0.18664 2.65322 1.28630
H -2.09118 2.80181 0.24793
H -2.06531 2.03061 1.83247
H -2.24835 0.59555 -0.84994
H -2.08686 -0.21352 0.70940
H -4.36253 1.65806 -0.08226
H -4.21085 0.83532 1.46912
H -4.29414 -1.36353 0.30664
H -4.47332 -0.53857 -1.24255
H -6.42275 -0.38477 1.09900
H -6.56778 0.54247 -0.39304
H -6.69135 -1.60252 -1.68567
H -8.02862 -1.34899 -0.56530
H -5.63637 -3.18838 -0.09743
H -6.89907 -2.86114 1.09149
H -7.29657 -3.67532 -0.42218
*
```

Values from the calculation:
LUMO level in eV: 0.989
SMILES string: CCCCCCCCCCCCCCCC=O
Orbital gap in eV: 10.8
Max |F| in eV Å⁻¹: 0.704
Energy relative to the best compared isomer or geometry (same formula, charge and spin) in eV: 0.0216

natural (NBO) analysis output, partial charges in e:
1 C -0.607
2 C -0.388
3 C -0.387
4 C -0.392
5 C -0.383
6 C -0.392
7 C -0.384
8 C -0.392
9 C -0.392
10 C -0.384
11 C -0.391
12 C -0.384
13 C -0.385
14 C -0.393
15 C -0.509
16 C 0.455
17 O -0.519
18 H 0.094
19 H 0.225
20 H 0.225
21 H 0.209
22 H 0.209
23 H 0.192
24 H 0.191
25 H 0.195
26 H 0.194
27 H 0.192
28 H 0.194
29 H 0.193
30 H 0.198
31 H 0.194
32 H 0.198
33 H 0.193
34 H 0.198
35 H 0.192
36 H 0.197
37 H 0.194
38 H 0.192
39 H 0.193
40 H 0.192
41 H 0.193
42 H 0.192
43 H 0.192
44 H 0.198
45 H 0.192
46 H 0.198
47 H 0.200
48 H 0.199
49 H 0.209